C37H48N2O2P2PdSb | ωB97M-V/def2-TZVPD

The geometry in XYZ format:
```
93
Properties=species:S:1:pos:R:3
Pd 0.395 0.156 0.674
C -3.660 -0.166 1.654
N -2.953 -0.398 0.387
P -1.602 0.699 0.053
C -1.965 0.991 -1.732
C -3.228 0.840 -2.301
C -3.421 1.040 -3.660
C -2.350 1.401 -4.469
C -1.091 1.563 -3.910
C -0.902 1.353 -2.551
C -2.291 2.247 0.800
C -3.130 3.157 0.162
C -3.620 4.268 0.842
C -3.293 4.474 2.175
C -2.442 3.582 2.817
C -1.930 2.495 2.128
P -2.468 -2.086 0.391
C -3.985 -2.825 -0.362
C -5.123 -2.106 -0.709
C -6.235 -2.747 -1.243
C -6.223 -4.119 -1.440
C -5.093 -4.851 -1.090
C -3.992 -4.209 -0.548
C -1.351 -2.265 -1.051
C -1.770 -2.173 -2.378
C -0.860 -2.314 -3.413
C 0.477 -2.575 -3.128
C 0.894 -2.699 -1.812
C -0.012 -2.539 -0.769
H -4.231 0.762 1.606
H -2.987 -0.122 2.520
H -4.365 -0.984 1.827
H -4.053 0.533 -1.672
H -4.407 0.904 -4.091
H -2.499 1.548 -5.533
H -0.248 1.840 -4.532
H 0.081 1.456 -2.110
H -3.405 3.002 -0.873
H -4.269 4.967 0.329
H -3.686 5.333 2.706
H -2.162 3.745 3.851
H -1.237 1.810 2.606
H -5.127 -1.033 -0.566
H -7.112 -2.169 -1.510
H -7.087 -4.619 -1.860
H -5.074 -5.924 -1.238
H -3.115 -4.785 -0.272
H -2.811 -1.976 -2.602
H -1.191 -2.216 -4.440
H 1.189 -2.686 -3.938
H 1.931 -2.914 -1.581
H 0.334 -2.625 0.259
C 2.497 5.980 0.614
C 1.064 5.651 0.183
C 0.223 5.193 1.377
C 0.411 6.864 -0.490
C 1.111 4.550 -0.793
N 1.148 3.693 -1.555
H 2.474 6.789 1.347
H 3.100 6.299 -0.237
H 2.971 5.111 1.068
H 0.170 6.003 2.108
H 0.661 4.317 1.855
H -0.789 4.936 1.066
H 0.367 7.689 0.224
H -0.604 6.627 -0.809
H 0.983 7.187 -1.360
O 1.494 -2.628 2.126
C 1.696 -1.631 2.832
O 1.635 -0.414 2.506
H 1.986 -1.809 3.896
C 4.519 -1.565 0.584
C 4.258 -1.003 -0.810
Sb 2.652 0.447 -0.785
C 2.847 1.026 -2.866
C 4.274 1.232 -3.359
C 3.850 2.038 0.069
C 3.344 2.374 1.470
H 5.363 -2.262 0.586
H 3.643 -2.086 0.972
H 4.751 -0.765 1.292
H 3.990 -1.801 -1.508
H 5.140 -0.501 -1.214
H 2.264 1.943 -2.960
H 2.335 0.258 -3.452
H 4.809 1.956 -2.739
H 4.295 1.605 -4.388
H 4.845 0.302 -3.339
H 3.779 2.901 -0.599
H 4.893 1.713 0.088
H 2.298 2.693 1.432
H 3.934 3.167 1.944
H 3.355 1.501 2.124
```

Values from the calculation:
- M (g/mol) = 842.9
- lowest unoccupied orbital energy (Eh) = 0.0888
- E_tot (eV) = -74820.890
- energy above the lowest of the compared OMol25 structures with the same formula, charge and spin (kJ/mol) = 0.0
- HOMO-LUMO gap (eV) = 5.88
- net charge = -1

Löwdin population analysis, charges in e, atoms 1 to 5:
1 Pd 0.1226
2 C -0.2225
3 N -0.5210
4 P 0.8301
5 C -0.3481


C29H41Cl2N5OP2Pt | ωB97M-V/def2-TZVPD

The geometry in XYZ format:
```
81
Properties=species:S:1:pos:R:3
Pt 0.551 -0.269 0.216
C 2.732 2.280 -0.988
P 1.226 1.892 -0.042
C -0.036 2.586 -1.183
N 0.246 3.683 -1.839
C -0.673 4.134 -2.725
C -0.419 5.321 -3.453
C -1.345 5.773 -4.344
C -2.558 5.068 -4.553
C -2.826 3.919 -3.871
C -1.883 3.427 -2.938
N -2.139 2.278 -2.268
C -1.239 1.870 -1.407
P -1.506 0.293 -0.510
C -2.031 -0.826 -1.849
C -3.050 0.608 0.491
C -4.295 0.565 -0.404
C -3.161 -0.474 1.566
C -2.974 1.985 1.156
C 1.285 2.973 1.493
C 0.463 4.250 1.304
C 0.764 2.169 2.688
C 2.740 3.361 1.792
H 2.795 3.348 -1.191
H 2.676 1.750 -1.939
H 3.625 1.955 -0.456
H 0.512 5.842 -3.276
H -1.161 6.681 -4.903
H -3.274 5.454 -5.266
H -3.743 3.363 -4.015
H -2.671 -0.296 -2.554
H -2.580 -1.672 -1.435
H -1.145 -1.201 -2.359
H -4.491 -0.437 -0.786
H -4.215 1.250 -1.246
H -5.158 0.861 0.196
H -3.255 -1.465 1.113
H -4.066 -0.305 2.154
H -2.304 -0.457 2.243
H -2.922 2.789 0.420
H -2.128 2.075 1.833
H -3.881 2.139 1.745
H -0.597 4.033 1.161
H 0.807 4.832 0.449
H 0.560 4.869 2.199
H -0.269 1.854 2.564
H 0.826 2.783 3.589
H 1.356 1.266 2.850
H 3.173 3.994 1.018
H 3.387 2.491 1.927
H 2.760 3.922 2.728
Cl 0.807 -5.608 -1.651
C 2.055 -4.688 -0.894
C 3.280 -5.252 -0.653
C 4.274 -4.507 -0.028
Cl 5.791 -5.234 0.220
C 4.038 -3.165 0.427
C 5.001 -2.423 1.128
C 4.670 -1.169 1.573
C 3.397 -0.673 1.308
N 2.476 -1.341 0.622
C 2.787 -2.574 0.179
C 1.747 -3.302 -0.584
O 0.692 -2.777 -0.927
H 3.491 -6.270 -0.954
H 5.979 -2.840 1.319
H 5.374 -0.564 2.127
H 3.102 0.305 1.665
N -0.903 -6.776 1.071
C -1.587 -5.439 1.275
C -0.620 -4.418 1.899
N -0.875 -3.053 1.511
H -1.574 -7.519 0.871
H -0.374 -7.053 1.900
H -0.249 -6.710 0.280
H -2.462 -5.631 1.892
H -1.911 -5.112 0.289
H 0.406 -4.688 1.615
H -0.666 -4.488 2.987
H -1.714 -2.676 1.930
H -0.921 -2.934 0.507
```

Values from the calculation:
- multiplicity = 3
- M (g/mol) = 803.6
- lowest unoccupied orbital energy (alpha / beta) (Eh) = -0.2092 / -0.2801
- E_tot (eV) = -87093.661
- energy above the lowest of the compared OMol25 structures with the same formula, charge and spin (kJ/mol) = 20.6
- HOMO-LUMO gap (alpha / beta) (eV) = 5.31 / 5.45
- net charge = +2

Löwdin population analysis, charges in e, atoms 1 to 5:
1 Pt 0.6019
2 C -0.2352
3 P 0.8525
4 C -0.4028
5 N 0.1487


C40H108N4O24 | ωB97M-V/def2-TZVPD

The geometry in XYZ format:
```
176
Properties=species:S:1:pos:R:3
C 6.774 4.199 -25.512
O 7.924 3.349 -25.203
C 8.324 2.429 -26.215
C 9.155 1.293 -25.685
N 8.500 0.435 -24.663
C 9.181 -0.837 -24.369
C 10.447 -0.537 -23.488
O 10.131 0.128 -22.273
C 9.451 -0.666 -21.286
H 6.448 4.790 -24.656
H 5.892 3.583 -25.687
H 7.058 4.807 -26.371
H 8.780 2.890 -27.091
H 7.390 2.093 -26.665
H 10.060 1.714 -25.246
H 9.439 0.633 -26.505
H 8.532 0.868 -23.751
H 9.374 -1.320 -25.326
H 8.561 -1.517 -23.785
H 11.142 0.089 -24.047
H 11.010 -1.454 -23.316
H 8.488 -1.039 -21.634
H 9.279 0.002 -20.441
H 10.031 -1.546 -21.006
C 24.780 13.429 -14.581
O 23.648 12.725 -14.223
C 22.479 13.145 -14.889
C 21.231 12.492 -14.337
N 20.895 11.099 -14.841
C 21.765 10.207 -14.146
C 21.412 8.759 -14.547
O 21.748 8.559 -15.920
C 21.430 7.229 -16.448
H 24.561 14.456 -14.291
H 24.915 13.384 -15.662
H 25.624 13.152 -13.950
H 22.649 12.972 -15.952
H 22.317 14.215 -14.756
H 20.439 13.147 -14.700
H 21.216 12.515 -13.248
H 19.936 10.904 -14.591
H 21.584 10.128 -13.074
H 22.798 10.340 -14.468
H 20.345 8.572 -14.421
H 21.991 8.107 -13.893
H 21.935 7.067 -17.401
H 20.360 7.089 -16.601
H 21.787 6.483 -15.738
C 17.923 3.382 -11.274
O 17.655 4.775 -10.854
C 18.253 5.169 -9.686
C 18.036 6.601 -9.382
N 16.629 6.916 -9.170
C 16.459 8.304 -8.839
C 14.979 8.633 -8.774
O 14.403 8.713 -10.097
C 12.978 8.895 -10.169
H 17.482 3.065 -12.219
H 17.620 2.721 -10.462
H 19.001 3.283 -11.403
H 19.330 5.103 -9.839
H 17.979 4.544 -8.836
H 18.516 7.121 -10.211
H 18.617 6.814 -8.484
H 16.097 6.622 -9.976
H 16.992 9.000 -9.487
H 16.755 8.576 -7.826
H 14.784 9.573 -8.258
H 14.468 7.903 -8.147
H 12.663 9.806 -9.661
H 12.612 7.942 -9.789
H 12.585 9.164 -11.150
C 10.200 -9.734 -16.863
O 11.236 -9.213 -17.682
C 12.405 -10.036 -17.946
C 13.324 -9.467 -19.019
N 14.251 -8.483 -18.391
C 15.242 -9.216 -17.500
C 16.421 -8.469 -16.791
O 16.000 -7.552 -15.742
C 17.094 -6.775 -15.225
H 10.725 -10.207 -16.034
H 9.429 -10.304 -17.382
H 9.768 -8.885 -16.333
H 11.952 -10.980 -18.251
H 12.947 -10.383 -17.066
H 12.743 -8.938 -19.774
H 13.829 -10.296 -19.515
H 13.765 -8.010 -17.643
H 15.644 -9.873 -18.271
H 14.845 -9.849 -16.707
H 16.906 -7.835 -17.534
H 17.110 -9.276 -16.544
H 17.972 -7.390 -15.031
H 16.712 -6.399 -14.275
H 17.336 -6.032 -15.984
O 13.387 6.507 -21.473
C 12.670 5.914 -20.414
C 11.229 5.580 -20.881
O 10.497 6.677 -21.396
H 14.215 6.870 -21.151
H 13.112 4.936 -20.218
H 12.636 6.599 -19.567
H 10.753 5.080 -20.038
H 11.379 4.874 -21.698
H 10.051 6.415 -22.205
O 17.477 -9.402 -25.302
C 17.904 -8.918 -24.071
C 17.275 -7.541 -23.609
O 17.604 -7.109 -22.297
H 17.638 -10.346 -25.366
H 17.730 -9.747 -23.385
H 18.973 -8.709 -24.024
H 16.185 -7.575 -23.609
H 17.422 -6.785 -24.380
H 16.925 -7.362 -21.668
O 23.866 -1.243 -13.846
C 23.496 -1.429 -15.176
C 24.321 -2.663 -15.638
O 25.776 -2.527 -15.319
H 24.775 -0.934 -13.849
H 22.422 -1.579 -15.282
H 23.848 -0.588 -15.774
H 24.272 -2.845 -16.712
H 23.905 -3.543 -15.148
H 26.033 -1.683 -15.698
O 16.450 -0.789 -17.584
C 16.917 -1.341 -18.837
C 16.709 -0.299 -19.923
O 17.448 0.929 -19.751
H 16.555 0.158 -17.707
H 17.998 -1.481 -18.814
H 16.608 -2.307 -19.236
H 15.692 0.083 -19.836
H 16.793 -0.752 -20.911
H 17.603 1.394 -20.577
O 12.474 -5.614 -14.184
C 12.001 -4.344 -14.082
C 10.451 -4.346 -13.935
O 9.924 -4.836 -12.681
H 13.430 -5.568 -14.249
H 12.492 -3.921 -13.206
H 12.365 -3.907 -15.012
H 9.942 -4.948 -14.688
H 10.114 -3.314 -14.033
H 10.026 -5.787 -12.603
O 11.157 2.208 -13.047
C 12.193 2.699 -13.855
C 13.087 3.570 -13.030
O 12.453 4.847 -12.941
H 10.601 2.973 -12.879
H 12.759 1.862 -14.264
H 11.876 3.337 -14.680
H 13.987 3.700 -13.631
H 13.294 3.133 -12.053
H 11.555 4.698 -12.635
O 15.384 1.848 -26.842
C 16.673 1.919 -26.219
C 16.678 3.183 -25.358
O 17.710 3.203 -24.401
H 15.384 1.162 -27.513
H 16.721 0.958 -25.707
H 17.502 2.061 -26.912
H 15.693 3.305 -24.905
H 16.749 4.079 -25.974
H 17.881 4.116 -24.158
O 24.512 -3.401 -22.616
C 23.315 -2.812 -22.915
C 22.119 -3.773 -22.666
O 21.978 -4.294 -21.310
H 24.378 -3.914 -21.816
H 23.103 -1.983 -22.240
H 23.268 -2.272 -23.861
H 22.169 -4.624 -23.345
H 21.170 -3.269 -22.850
H 21.083 -4.622 -21.197
```

Values from the calculation:
- M (g/mol) = 1029.3
- lowest unoccupied orbital energy (Eh) = 0.0001
- E_tot (eV) = -98315.496
- energy above the lowest of the compared OMol25 structures with the same formula, charge and spin (kJ/mol) = 725.7
- HOMO-LUMO gap (eV) = 8.58
- net charge = 0

Löwdin population analysis, charges in e, atoms 1 to 5:
1 C -0.0741
2 O -0.2039
3 C -0.2432
4 C -0.1922
5 N -0.0593


C53H62Cl2Ge2N4O5Zr | ωB97M-V/def2-TZVPD

The geometry in XYZ format:
```
129
Properties=species:S:1:pos:R:3
Zr -0.427 0.046 -0.722
C -2.897 2.422 3.559
C -2.085 2.503 2.277
Ge -2.426 1.021 0.859
C -3.896 1.947 -0.236
C -4.975 2.716 0.512
C -3.691 -0.062 1.994
C -3.452 -1.265 2.517
Ge -1.666 -1.986 1.873
C -2.267 -2.301 -0.043
C -2.940 -3.661 -0.186
C -0.950 -3.781 2.539
C -1.898 -4.731 3.255
C -4.459 -1.855 3.410
C -5.006 -1.083 4.438
C -6.014 -1.580 5.243
C -6.505 -2.858 5.038
C -5.971 -3.637 4.026
C -4.956 -3.141 3.228
H -2.571 3.189 4.262
H -2.766 1.449 4.026
H -3.951 2.572 3.350
H -1.033 2.466 2.557
H -2.247 3.473 1.803
H -4.374 1.177 -0.848
H -3.423 2.641 -0.940
H -5.429 2.095 1.280
H -5.766 3.032 -0.170
H -4.560 3.599 0.990
H -4.632 0.433 2.216
H -1.436 -2.211 -0.740
H -3.010 -1.533 -0.269
H -2.256 -4.476 0.044
H -3.304 -3.797 -1.205
H -3.789 -3.728 0.493
H -0.130 -3.539 3.215
H -0.506 -4.295 1.685
H -2.364 -4.233 4.101
H -1.358 -5.606 3.619
H -2.678 -5.070 2.583
H -4.630 -0.084 4.602
H -6.423 -0.964 6.033
H -7.297 -3.244 5.663
H -6.350 -4.635 3.851
H -4.553 -3.747 2.433
Cl -4.111 2.489 -6.671
C -3.463 1.702 -5.274
C -3.615 0.319 -5.147
C -3.099 -0.307 -4.037
Cl -3.238 -2.013 -3.825
C -2.431 0.397 -3.002
O -2.028 -0.225 -1.954
C -2.282 1.807 -3.179
C -1.593 2.543 -2.168
O -0.973 2.050 -1.202
C -2.813 2.440 -4.312
H -4.136 -0.249 -5.902
H -1.608 3.639 -2.278
H -2.692 3.504 -4.437
C 1.664 -1.922 0.149
O 0.408 -1.347 0.329
H 2.388 -1.198 -0.254
H 1.627 -2.772 -0.548
H 2.050 -2.303 1.109
N -0.067 -2.021 -4.787
C 0.092 -1.155 -3.756
N 0.086 -1.737 -2.584
C -0.092 -3.085 -2.847
C -0.167 -4.190 -2.001
C -0.352 -5.429 -2.576
C -0.461 -5.595 -3.957
C -0.388 -4.519 -4.816
C -0.198 -3.272 -4.243
H -0.143 -1.787 -5.763
H 0.217 -0.093 -3.906
H -0.091 -4.074 -0.933
H -0.417 -6.304 -1.946
H -0.609 -6.585 -4.359
H -0.477 -4.638 -5.884
C 7.686 0.182 1.169
C 7.298 0.335 -0.272
C 8.255 0.213 -1.269
C 7.912 0.342 -2.603
C 6.611 0.637 -2.957
C 5.641 0.781 -1.972
N 4.338 1.197 -2.338
C 3.823 2.383 -1.878
C 4.679 3.386 -1.410
C 4.190 4.629 -1.073
C 2.842 4.914 -1.216
C 1.984 3.930 -1.667
C 2.449 2.655 -1.959
C 1.446 1.576 -2.243
O 0.648 1.663 -3.184
O 1.455 0.581 -1.436
C 5.973 0.592 -0.626
C 4.913 0.686 0.428
H 8.767 0.200 1.287
H 7.315 -0.765 1.563
H 7.268 0.985 1.774
H 9.279 0.009 -0.993
H 8.670 0.233 -3.363
H 6.345 0.783 -3.992
H 3.681 0.500 -2.657
H 5.735 3.176 -1.324
H 4.872 5.391 -0.722
H 2.464 5.895 -0.974
H 0.931 4.136 -1.779
H 5.075 1.573 1.041
H 4.946 -0.191 1.075
H 3.920 0.756 -0.010
C 3.337 4.067 3.456
C 2.485 3.241 2.549
C 2.609 1.858 2.488
C 1.774 1.132 1.655
N 0.820 1.678 0.905
C 0.691 3.002 0.977
C 1.494 3.813 1.759
H 4.158 3.480 3.860
H 2.738 4.443 4.285
H 3.739 4.927 2.927
H 3.342 1.351 3.097
H 1.848 0.057 1.600
H -0.118 3.431 0.405
H 1.326 4.879 1.779
C -0.491 -0.770 2.970
H -0.554 0.274 2.688
H 0.540 -1.098 2.923
H -0.827 -0.879 4.001
```

Values from the calculation:
- M (g/mol) = 1142.5
- lowest unoccupied orbital energy (Eh) = -0.0369
- E_tot (eV) = -211526.065
- energy above the lowest of the compared OMol25 structures with the same formula, charge and spin (kJ/mol) = 147.7
- HOMO-LUMO gap (eV) = 6.26
- net charge = 0

Löwdin population analysis, charges in e, atoms 1 to 5:
1 Zr 1.6786
2 C -0.1798
3 C -0.3615
4 Ge 0.8997
5 C -0.3532